{"formula": "C27H35FN2O4", "method": "ωB97M-V/def2-TZVPD", "symbols": ["C", "H", "O", "C", "C", "C", "C", "C", "C", "O", "C", "H", "H", "H", "O", "C", "H", "H", "H", "H", "C", "O", "N", "C", "C", "H", "H", "C", "N", "C", "H", "H", "H", "C", "H", "C", "C", "H", "H", "H", "H", "H", "H", "H", "H", "C", "C", "C", "C", "C", "C", "C", "C", "C", "F", "H", "H", "H", "H", "H", "C", "H", "H", "H", "H", "H", "H", "H", "H"], "positions_angstrom": [[0.17, 5.47, -0.01], [-0.39, 4.73, 0.77], [-0.24, 4.94, -1.37], [0.13, 3.84, -1.72], [0.66, 3.01, -0.83], [1.23, 1.82, -1.44], [1.01, 1.55, -2.71], [0.04, 2.30, -3.65], [-0.28, 3.59, -3.15], [-0.91, 4.51, -3.69], [-0.75, 4.61, -5.35], [-1.47, 3.92, -5.80], [-1.33, 5.68, -5.23], [0.29, 4.52, -5.55], [-0.36, 2.00, -4.89], [0.31, 0.86, -5.43], [-0.16, 0.83, -6.30], [1.35, 0.76, -5.43], [-0.27, -0.23, -4.97], [1.28, 0.45, -3.22], [1.91, 0.78, -0.74], [3.32, 0.57, -1.13], [1.45, 0.10, 0.24], [0.18, 0.43, 0.67], [-0.35, 1.15, 1.80], [-0.96, 1.85, 1.87], [0.75, 1.87, 2.32], [-0.44, 0.28, 3.10], [-1.53, -0.32, 3.02], [-1.44, -1.81, 3.46], [-1.29, -2.00, 4.36], [-0.86, -2.23, 2.78], [-2.42, -2.35, 3.16], [-2.75, 0.37, 3.80], [-3.55, -0.31, 3.94], [-2.01, 0.75, 4.81], [-0.85, 1.24, 4.46], [0.34, 1.13, 5.26], [-0.64, 2.33, 4.15], [-2.53, 1.77, 5.21], [-1.87, 0.08, 5.87], [-2.81, 1.21, 2.96], [0.44, -0.18, 3.42], [-0.49, 0.99, -0.01], [-0.56, -0.51, 0.77], [2.09, -0.99, 1.18], [1.66, -2.31, 0.95], [0.87, -2.64, -0.03], [0.21, -3.95, -0.68], [-0.09, -4.73, 0.22], [-0.72, -6.08, -0.13], [-0.82, -6.38, -1.47], [-0.45, -5.61, -2.36], [0.24, -4.22, -1.83], [0.64, -3.38, -2.75], [-0.22, -5.67, -3.47], [-1.26, -7.24, -1.72], [-0.97, -6.67, 0.62], [-0.09, -4.66, 1.31], [0.91, -1.90, -0.82], [2.07, -3.31, 1.88], [2.26, -4.32, 1.44], [3.13, -3.06, 2.07], [1.69, -3.11, 2.70], [2.10, -0.63, 2.24], [3.18, -0.80, 0.81], [1.16, 3.25, 0.14], [-0.16, 6.43, -0.01], [1.23, 5.69, 0.15]], "homo_energy_ha": -0.26247, "de_lowest_ev": 25.700, "multiplicity": 1, "energy_ev": -42427.7857, "total_charge": 0}

=====

{"formula": "C13H16IMnN3S", "method": "ωB97M-V/def2-TZVPD", "symbols": ["C", "C", "H", "H", "H", "H", "H", "H", "Mn", "C", "H", "H", "H", "I", "N", "C", "C", "C", "C", "C", "C", "N", "C", "C", "C", "S", "C", "N", "H", "H", "H", "H", "H", "H", "H"], "positions_angstrom": [[0.08, 2.02, -2.10], [2.31, 2.61, -0.57], [0.39, 1.37, -2.92], [0.44, 3.03, -2.25], [-1.01, 2.03, -1.98], [3.10, 2.33, 0.13], [2.70, 2.57, -1.59], [1.92, 3.60, -0.34], [0.84, 1.19, -0.39], [-0.28, 2.60, 0.65], [0.35, 2.98, 1.46], [-1.16, 2.09, 1.04], [-0.57, 3.41, -0.02], [2.40, -0.70, -1.71], [-0.77, -2.15, 1.38], [-1.46, -2.34, 0.25], [-2.26, -3.43, -0.07], [-2.81, -3.47, -1.35], [-2.57, -2.42, -2.27], [-1.76, -1.32, -1.91], [-1.22, -1.31, -0.63], [-0.36, -0.44, -0.05], [-0.09, -1.01, 1.14], [0.93, -0.43, 1.98], [1.34, -0.84, 3.24], [2.54, 0.23, 3.74], [2.49, 1.15, 2.33], [1.57, 0.64, 1.47], [-0.71, -2.77, 2.22], [-2.41, -4.24, 0.64], [-3.42, -4.32, -1.64], [-3.00, -2.48, -3.26], [-1.55, -0.52, -2.62], [0.95, -1.68, 3.81], [3.08, 2.03, 2.18]], "homo_energy_ha": [-0.17204, -0.29400], "multiplicity": 6, "s2": 9.101, "energy_ev": -68463.0844, "total_charge": 0}

=====

{"formula": "C10H10N2", "method": "ωB97M-V/def2-TZVPD", "symbols": ["C", "C", "C", "C", "C", "C", "C", "C", "C", "C", "N", "N", "H", "H", "H", "H", "H", "H", "H", "H", "H", "H"], "positions_angstrom": [[-0.49, -3.53, -0.12], [0.70, 3.13, -0.84], [-0.13, 2.63, 0.12], [1.69, 2.25, -1.30], [-0.12, 1.32, 0.61], [1.80, 0.91, -0.76], [0.83, 0.39, 0.13], [0.10, -1.62, 1.32], [-0.91, -2.29, 0.33], [-1.88, -1.51, -0.28], [-0.27, -4.66, -0.25], [0.99, -0.91, 0.53], [0.57, 4.13, -1.24], [-0.89, 3.23, 0.64], [2.57, 2.63, -1.79], [-0.86, 1.12, 1.35], [2.64, 0.24, -1.08], [-0.40, -0.90, 2.03], [0.56, -2.51, 2.05], [-2.59, -2.27, -0.78], [-1.54, -0.86, -1.10], [-2.39, -0.91, 0.42]], "homo_energy_ha": [-0.31199, -0.31754], "de_lowest_ev": 5.003, "multiplicity": 1, "energy_ev": -13508.0927, "total_charge": 0}

=====

{"formula": "C30H29AsN4O3S3V", "method": "ωB97M-V/def2-TZVPD", "symbols": ["V", "S", "C", "C", "C", "C", "C", "C", "As", "C", "C", "C", "C", "C", "C", "C", "C", "C", "C", "C", "C", "H", "H", "H", "H", "H", "H", "H", "H", "H", "H", "H", "H", "H", "H", "N", "C", "C", "C", "C", "C", "C", "S", "O", "O", "N", "C", "N", "C", "C", "C", "N", "H", "H", "H", "H", "H", "H", "H", "H", "H", "C", "S", "C", "O", "H", "H", "H", "H", "H", "H"], "positions_angstrom": [[-0.19, -0.04, 0.31], [0.15, 0.65, 2.52], [1.66, -0.11, 3.06], [1.93, -0.23, 4.43], [3.13, -0.75, 4.88], [4.11, -1.15, 3.97], [3.85, -1.04, 2.61], [2.64, -0.55, 2.16], [2.18, -0.40, 0.28], [3.82, 0.43, -0.35], [4.89, -0.27, -0.91], [6.05, 0.40, -1.27], [6.15, 1.78, -1.08], [5.09, 2.48, -0.52], [3.93, 1.81, -0.17], [2.49, -2.22, -0.37], [2.60, -3.31, 0.48], [2.71, -4.60, -0.03], [2.70, -4.80, -1.41], [2.59, -3.71, -2.27], [2.48, -2.43, -1.75], [1.18, 0.11, 5.13], [3.32, -0.84, 5.94], [5.06, -1.54, 4.32], [4.61, -1.34, 1.90], [4.82, -1.34, -1.05], [6.88, -0.15, -1.69], [7.06, 2.30, -1.36], [5.17, 3.55, -0.37], [3.10, 2.35, 0.27], [2.59, -3.16, 1.55], [2.79, -5.44, 0.64], [2.79, -5.81, -1.81], [2.60, -3.87, -3.34], [2.38, -1.59, -2.42], [-3.34, -2.02, 6.62], [-2.98, -1.98, 5.29], [-1.67, -2.29, 4.91], [-1.30, -2.27, 3.58], [-2.25, -1.96, 2.61], [-3.57, -1.68, 2.97], [-3.92, -1.68, 4.30], [-1.80, -2.01, 0.93], [-0.31, -2.09, 0.86], [-2.47, -3.11, 0.30], [-2.16, -0.66, 0.14], [-2.41, 0.66, 0.55], [-3.52, 1.02, 1.18], [-3.67, 2.32, 1.41], [-2.74, 3.27, 1.03], [-1.59, 2.81, 0.45], [-1.41, 1.52, 0.19], [-2.61, -1.97, 7.30], [-4.19, -1.54, 6.89], [-0.93, -2.52, 5.67], [-0.28, -2.48, 3.29], [-4.30, -1.45, 2.21], [-4.95, -1.45, 4.59], [-4.59, 2.61, 1.92], [-2.89, 4.33, 1.23], [-0.77, 3.46, 0.19], [-2.48, -0.24, -3.02], [-0.81, -0.85, -3.13], [-1.19, -2.56, -2.82], [-0.07, -0.33, -1.92], [-3.03, -0.61, -3.89], [-2.43, 0.85, -3.06], [-2.93, -0.58, -2.09], [-1.79, -2.91, -3.66], [-1.71, -2.67, -1.87], [-0.23, -3.09, -2.79]], "homo_energy_ha": [-0.23716, -0.21466], "de_lowest_ev": 0.877, "multiplicity": 2, "s2": 0.760, "energy_ev": -162714.8394, "total_charge": 0}

=====

{"formula": "C8H9B3Cl3F9O6S", "method": "ωB97M-V/def2-TZVPD", "symbols": ["C", "C", "O", "C", "B", "O", "B", "O", "B", "S", "O", "O", "C", "F", "F", "C", "F", "F", "C", "F", "F", "C", "F", "F", "F", "O", "H", "H", "H", "H", "H", "H", "H", "H", "C", "Cl", "Cl", "Cl", "H"], "positions_angstrom": [[-2.53, -3.78, -0.33], [-2.61, -2.80, -1.46], [-3.90, -2.86, -2.06], [-1.52, -3.10, -2.53], [-0.81, -1.76, -2.91], [-1.50, -0.59, -3.25], [-1.03, 0.48, -2.53], [0.28, 0.54, -2.06], [0.94, -0.65, -2.06], [2.42, -1.06, -0.93], [3.66, -0.66, -1.55], [2.33, -2.47, -0.65], [2.29, -0.26, 0.76], [3.56, -0.28, 1.22], [1.56, -1.04, 1.58], [1.79, 1.22, 0.80], [2.50, 1.81, 1.80], [2.13, 1.87, -0.33], [0.28, 1.37, 1.12], [-0.44, 0.35, 0.60], [0.14, 1.30, 2.46], [-0.38, 2.69, 0.65], [0.20, 3.74, 1.23], [-0.36, 2.82, -0.68], [-1.67, 2.65, 1.04], [0.59, -1.64, -2.90], [-1.52, -3.80, 0.05], [-3.23, -3.52, 0.47], [-2.80, -4.77, -0.68], [-2.48, -1.77, -1.10], [-3.90, -2.23, -2.79], [-1.94, -3.55, -3.42], [-0.75, -3.73, -2.11], [-1.77, 1.37, -2.27], [2.14, 4.91, 4.91], [2.17, 3.57, 3.78], [0.49, 5.21, 5.48], [3.22, 4.62, 6.28], [2.48, 5.80, 4.40]], "homo_energy_ha": -0.39527, "multiplicity": 1, "energy_ev": -95621.4781, "total_charge": 0}

=====

{"formula": "C2H9N2O", "method": "ωB97M-V/def2-TZVPD", "symbols": ["C", "N", "H", "H", "H", "H", "N", "C", "O", "H", "H", "H", "H", "H"], "positions_angstrom": [[-0.14, 0.38, 1.26], [-1.29, -0.55, 0.89], [0.55, -0.27, 1.79], [-0.58, 1.23, 1.88], [-2.21, -0.12, 1.00], [-1.43, -1.21, 1.60], [0.66, 0.74, 0.06], [1.14, 0.10, -1.21], [-0.06, -0.65, -1.61], [0.33, 1.73, -0.23], [-0.65, -0.85, 0.14], [1.40, 0.85, -2.07], [1.92, -0.62, -1.06], [0.35, -0.76, -2.43]], "homo_energy_ha": -0.52304, "de_lowest_ev": 4.282, "multiplicity": 1, "energy_ev": -7238.0736, "total_charge": 1}

=====

multiplicity of number 1 (C27H35FN2O4)?
1

=====

multiplicity of number 1 (C27H35FN2O4)?
1

=====

multiplicity of number 5 (C8H9B3Cl3F9O6S)?
1